# 1
Computed, not measured: a gas-phase ion, C3H2Cl3N2O (charge +1), with wB97M-V/def2-TZVPD.

XYZ file:
```
11
Properties=species:S:1:pos:R:3
Cl 2.243 -0.661 -1.901
C 1.737 -0.099 -0.377
Cl 2.052 -1.258 0.800
Cl 2.513 1.563 -0.031
N 0.156 0.270 0.022
C -0.808 -0.664 0.224
C -2.015 -0.014 0.280
O -1.699 1.276 0.100
N -0.450 1.406 0.038
H -0.672 -1.630 0.412
H -3.056 -0.190 0.433
```

Values from the calculation:
**E_HOMO**: -15.6 eV
**Frontier orbital gap**: 10.25 eV
**Relative energy (zero: lowest compared OMol25 entry of this formula, charge and spin)**: 0.000 eV
**Structure (SMILES)**: ClC(Cl)(Cl)[n+]1ccon1
**LUMO**: -5.38 eV
**Charge**: +1

***

# 2
Computed, not measured: 2 unconnected molecules or ions with the total composition C3H2Cl3NO, with wB97M-V/def2-TZVPD.

XYZ file:
```
10
Properties=species:S:1:pos:R:3
C -0.531 0.600 0.224
C -1.672 1.387 -0.289
C -3.086 -0.103 0.008
N 0.127 -0.298 -0.398
O -2.115 2.399 -0.653
Cl -4.593 0.732 -0.505
Cl -2.737 -1.355 -1.128
Cl -3.142 -0.640 1.594
H -0.402 1.069 1.207
H 0.706 -0.953 0.145
```

Values from the calculation:
**E_HOMO**: -9.0 eV
**Frontier orbital gap**: 8.67 eV
**Relative energy (zero: lowest compared OMol25 entry of this formula, charge and spin)**: 1.820 eV
**LUMO**: -0.35 eV

***

# 3
Computed, not measured: 2 unconnected molecules or ions with the total composition C3H2Cl4S, with wB97M-V/def2-TZVPD.

XYZ file:
```
10
Properties=species:S:1:pos:R:3
Cl -1.813 -0.773 -1.377
C -1.035 -0.984 0.117
Cl 0.006 -2.382 0.215
C -0.903 0.126 0.857
Cl 0.097 0.070 2.296
Cl -1.780 1.535 0.774
C 1.360 0.500 -0.750
S 1.291 2.053 -1.075
H 1.386 -0.394 -1.408
H 1.391 0.248 0.352
```

Values from the calculation:
**E_HOMO**: -8.7 eV
**Frontier orbital gap**: 8.45 eV
**Relative energy (zero: lowest compared OMol25 entry of this formula, charge and spin)**: 1.370 eV
**Structure (SMILES)**: ClC(Cl)=C(Cl)Cl.C=S
**LUMO**: -0.30 eV

***

# 4
Computed, not measured: 2 unconnected molecules or ions with the total composition C3H2Cl4S, with wB97M-V/def2-TZVPD.

XYZ file:
```
10
Properties=species:S:1:pos:R:3
Cl -0.687 2.891 -0.237
C -1.794 1.782 -0.895
Cl -1.355 1.156 -2.471
C -2.730 1.131 -0.307
Cl -3.647 -0.158 -0.926
Cl -3.018 1.533 1.270
C 1.672 -0.505 0.440
S 2.498 0.629 -0.473
H 1.434 -0.398 1.417
H 1.240 -1.456 0.026
```

Values from the calculation:
**E_HOMO**: -9.0 eV
**Frontier orbital gap**: 8.33 eV
**Relative energy (zero: lowest compared OMol25 entry of this formula, charge and spin)**: 1.502 eV
**Structure (SMILES)**: ClC(Cl)=C(Cl)Cl.C=S
**LUMO**: -0.71 eV

***

# 5
Computed, not measured: C3H2ClFS2 in the gas phase, with wB97M-V/def2-TZVPD.

XYZ file:
```
9
Properties=species:S:1:pos:R:3
F 0.486 0.471 2.184
C 0.491 0.593 0.824
Cl 2.116 0.430 0.238
C -0.305 -0.519 0.191
S -0.839 -1.727 1.116
C -0.575 -0.416 -1.255
S -0.703 0.952 -2.111
H 0.115 1.600 0.492
H -0.785 -1.383 -1.680
```

Values from the calculation:
**E_HOMO**: -9.4 eV
**Frontier orbital gap**: 7.24 eV
**Relative energy (zero: lowest compared OMol25 entry of this formula, charge and spin)**: 0.216 eV
**Structure (SMILES)**: F[C@@H](Cl)C(=S)C=S
**LUMO**: -2.19 eV

***

# 6
Computed, not measured: C3H2ClFS2 in the gas phase, with wB97M-V/def2-TZVPD.

XYZ file:
```
9
Properties=species:S:1:pos:R:3
F -2.318 1.749 0.096
C -1.594 0.711 0.029
Cl -2.488 -0.741 0.016
C -0.358 0.539 -0.111
S 0.402 -1.008 -0.111
C 2.201 -0.797 0.200
S 3.248 0.666 -0.016
H 0.401 1.382 -0.447
H 2.861 -1.761 0.637
```

Values from the calculation:
**E_HOMO**: -9.1 eV
**Frontier orbital gap**: 7.95 eV
**Relative energy (zero: lowest compared OMol25 entry of this formula, charge and spin)**: 2.037 eV
**Structure (SMILES)**: F/C(Cl)=C/SC=S
**LUMO**: -1.11 eV

***

# 7
Computed, not measured: 2 unconnected molecules or ions with the total composition C3H2ClNO2, with wB97M-V/def2-TZVPD.

XYZ file:
```
9
Properties=species:S:1:pos:R:3
O 0.513 1.335 -0.952
C 1.147 0.638 -0.267
C 1.792 -0.156 0.519
Cl 3.511 -0.219 0.696
H 1.054 -0.898 0.953
N -2.436 0.231 -0.603
C -1.874 -0.415 0.214
O -1.233 -0.905 1.047
H -2.473 0.389 -1.607
```

Values from the calculation:
**E_HOMO**: -9.1 eV
**Frontier orbital gap**: 9.41 eV
**Relative energy (zero: lowest compared OMol25 entry of this formula, charge and spin)**: 1.471 eV
**Structure (SMILES)**: O=C=CCl.N=C=O
**LUMO**: 0.28 eV

***

# 8
Computed, not measured: 2 unconnected molecules or ions with the total composition C3H2ClNO2, with wB97M-V/def2-TZVPD.

XYZ file:
```
9
Properties=species:S:1:pos:R:3
C 1.146 -1.120 0.086
C 1.542 0.211 -0.234
C -1.022 0.437 0.287
N 0.189 -0.078 0.021
O 1.189 -2.281 0.309
O 2.247 1.132 -0.473
Cl -1.192 2.125 0.145
H -1.639 -0.073 1.011
H -2.460 -0.352 -1.154
```

Values from the calculation:
**E_HOMO (spin up / spin down)**: -9.0 / -10.6 eV
**Frontier orbital gap (spin up / spin down)**: 7.75 / 8.88 eV
**Relative energy (zero: lowest compared OMol25 entry of this formula, charge and spin)**: 5.683 eV
**LUMO (spin up / spin down)**: -1.20 / -1.72 eV

***

# 9
Computed, not measured: C3H2ClNO2S in the gas phase, with wB97M-V/def2-TZVPD.

XYZ file:
```
10
Properties=species:S:1:pos:R:3
C 1.090 0.785 -0.055
C 1.918 -0.235 0.016
C -0.379 0.842 -0.103
N -1.191 -0.286 -0.119
O -0.940 1.921 -0.091
O -2.221 -2.473 0.529
S -1.137 -1.975 -0.298
Cl 3.553 -0.405 0.062
H 1.459 1.814 0.000
H -2.151 0.013 0.059
```

Values from the calculation:
**E_HOMO (spin up / spin down)**: -9.9 / -8.7 eV
**Frontier orbital gap (spin up / spin down)**: 8.70 / 7.18 eV
**Relative energy (zero: lowest compared OMol25 entry of this formula, charge and spin)**: 1.910 eV
**LUMO (spin up / spin down)**: -1.25 / -1.56 eV

***

# 10
Computed, not measured: 2 unconnected molecules or ions with the total composition C3H2ClNO3S, with wB97M-V/def2-TZVPD.

XYZ file:
```
11
Properties=species:S:1:pos:R:3
O -0.534 2.553 -0.138
N 0.525 1.979 -0.293
C 1.486 1.429 0.024
Cl 3.039 0.815 -0.140
C -1.835 -0.343 0.119
C -0.606 -0.564 -0.194
S 0.441 -1.886 0.103
O 0.956 -2.261 -1.183
O 1.350 -1.524 1.124
H -2.369 0.631 -0.186
H -2.454 -0.829 0.765
```

Values from the calculation:
**E_HOMO (spin up / spin down)**: -9.7 / -9.7 eV
**Frontier orbital gap (spin up / spin down)**: 7.63 / 7.49 eV
**Relative energy (zero: lowest compared OMol25 entry of this formula, charge and spin)**: 6.120 eV
**Structure (SMILES)**: [O-][N+]#CCl.C=C=S(=O)=O
**LUMO (spin up / spin down)**: -2.05 / -2.17 eV

***

# 11
Computed, not measured: C3H2ClNOS in the gas phase, with wB97M-V/def2-TZVPD.

XYZ file:
```
9
Properties=species:S:1:pos:R:3
S -2.839 -0.363 -0.144
C -1.237 -0.006 0.046
C -0.069 -1.047 0.014
C 0.953 -0.230 -0.210
Cl 2.700 -0.322 -0.069
N 0.570 1.087 -0.298
O -0.798 1.232 0.099
H -0.392 -2.101 0.250
H 1.112 1.748 0.311
```

Values from the calculation:
**E_HOMO**: -8.7 eV
**Frontier orbital gap**: 8.73 eV
**Relative energy (zero: lowest compared OMol25 entry of this formula, charge and spin)**: 2.377 eV
**Structure (SMILES)**: S=c1cc(Cl)[nH]o1
**LUMO**: 0.01 eV

***

# 12
Computed, not measured: C3H2ClNOS in the gas phase, with wB97M-V/def2-TZVPD.

XYZ file:
```
9
Properties=species:S:1:pos:R:3
C 0.181 0.884 -0.708
C 0.156 -0.413 -0.145
C 0.048 2.073 -0.009
N -0.041 -0.683 1.116
O -0.909 -3.060 1.158
S -0.378 -1.957 1.949
Cl -0.126 3.458 -0.874
H 0.693 0.974 -1.752
H 0.376 -1.277 -0.736
```

Values from the calculation:
**E_HOMO (spin up / spin down)**: -9.7 / -8.0 eV
**Frontier orbital gap (spin up / spin down)**: 8.03 / 5.96 eV
**Relative energy (zero: lowest compared OMol25 entry of this formula, charge and spin)**: 4.364 eV
**LUMO (spin up / spin down)**: -1.69 / -1.99 eV

***

# 13
Computed, not measured: C3H2ClNOS2 in the gas phase, with wB97M-V/def2-TZVPD.

XYZ file:
```
10
Properties=species:S:1:pos:R:3
C -0.138 0.095 -1.333
C -0.258 1.240 -0.690
C -0.938 0.935 -3.639
N -0.030 2.477 -1.337
O -0.794 1.401 0.559
S -1.186 2.288 -2.799
S 0.159 -0.257 -3.129
Cl -0.005 3.953 -0.510
H -0.227 -0.959 -0.784
H -1.089 0.602 0.911
```

Values from the calculation:
**E_HOMO**: -8.6 eV
**Frontier orbital gap**: 8.31 eV
**Relative energy (zero: lowest compared OMol25 entry of this formula, charge and spin)**: 4.990 eV
**LUMO**: -0.30 eV

***

# 14
Computed, not measured: C3H2ClNS in the gas phase, with wB97M-V/def2-TZVPD.

XYZ file:
```
8
Properties=species:S:1:pos:R:3
C -1.412 1.018 1.006
C 0.223 0.800 -0.709
C 1.046 -1.540 0.461
N -0.702 0.758 0.111
S 1.478 -0.416 -0.833
Cl 1.706 -3.038 0.510
H -2.488 0.927 0.901
H 0.149 1.491 -1.447
```

Values from the calculation:
**E_HOMO (spin up / spin down)**: -8.0 / -8.0 eV
**Frontier orbital gap (spin up / spin down)**: 7.42 / 7.42 eV
**Relative energy (zero: lowest compared OMol25 entry of this formula, charge and spin)**: 5.586 eV
**LUMO (spin up / spin down)**: -0.57 / -0.57 eV

***

# 15
Computed, not measured: C3H2ClNS in the gas phase, with wB97M-V/def2-TZVPD.

XYZ file:
```
8
Properties=species:S:1:pos:R:3
N -2.359 -0.973 -0.312
C -1.387 -0.453 0.088
C -0.154 0.288 0.479
Cl -0.384 1.942 -0.226
C 0.980 -0.312 -0.328
S 2.553 0.035 -0.111
H 0.124 0.479 1.542
H 0.626 -1.006 -1.131
```

Values from the calculation:
**E_HOMO**: -9.7 eV
**Frontier orbital gap**: 8.29 eV
**Relative energy (zero: lowest compared OMol25 entry of this formula, charge and spin)**: 1.370 eV
**Structure (SMILES)**: N#C[C@H](Cl)C=S
**LUMO**: -1.44 eV

***

# 16
Computed, not measured: C3H2ClNS2 in the gas phase, with wB97M-V/def2-TZVPD.

XYZ file:
```
9
Properties=species:S:1:pos:R:3
C -0.670 -0.036 -0.398
C 0.581 -0.559 0.146
C -0.855 1.286 -0.384
N 0.673 -1.007 1.297
S -1.834 -1.037 -1.272
S 1.645 -1.620 2.378
Cl 1.975 -0.636 -0.934
H -1.577 1.865 -0.880
H 0.062 1.742 0.046
```

Values from the calculation:
**E_HOMO (spin up / spin down)**: -9.2 / -8.9 eV
**2S+1**: 3
**Frontier orbital gap (spin up / spin down)**: 9.57 / 6.50 eV
**Relative energy (zero: lowest compared OMol25 entry of this formula, charge and spin)**: 0.000 eV
**LUMO (spin up / spin down)**: 0.40 / -2.44 eV
**<S²>**: 2.026

***

# 17
Computed, not measured: a molecular structure, C3H2CoFO4, with wB97M-V/def2-TZVPD.

XYZ file:
```
11
Properties=species:S:1:pos:R:3
C -2.086 -0.929 -1.422
O -3.204 -0.769 -1.345
H -0.916 -0.555 0.544
C -0.032 0.989 -1.016
O 1.058 0.604 -0.262
C 0.974 -0.200 0.779
O -0.138 -0.755 1.110
O 2.004 -0.382 1.424
Co 2.727 -1.149 2.784
F -0.580 2.082 -0.512
H 0.193 1.064 -2.083
```

Values from the calculation:
**E_HOMO (spin up / spin down)**: -17.2 / -19.9 eV
**2S+1**: 5
**Frontier orbital gap (spin up / spin down)**: 5.05 / 6.09 eV
**Relative energy (zero: lowest compared OMol25 entry of this formula, charge and spin)**: 0.000 eV
**LUMO (spin up / spin down)**: -12.11 / -13.84 eV
**<S²>**: 6.008
**Charge**: +2

***

# 18
Computed, not measured: a molecular structure, C3H2CsFO3, with wB97M-V/def2-TZVPD.

XYZ file:
```
10
Properties=species:S:1:pos:R:3
C -0.546 -1.611 -0.067
C -1.331 -0.766 0.888
O -1.192 0.542 0.314
C -0.597 0.520 -0.841
O -0.274 -0.742 -1.139
O -0.109 -2.708 -0.016
H -0.903 -0.772 1.897
H -2.389 -1.052 0.919
F 3.690 4.359 -0.088
Cs 3.650 2.230 -1.867
```

Values from the calculation:
**E_HOMO**: -8.1 eV
**Frontier orbital gap**: 7.69 eV
**Relative energy (zero: lowest compared OMol25 entry of this formula, charge and spin)**: 1.344 eV
**LUMO**: -0.45 eV

***

# 19
Computed, not measured: a molecular structure, C3H2CuFO2, with wB97M-V/def2-TZVPD.

XYZ file:
```
9
Properties=species:S:1:pos:R:3
C 2.742 2.027 1.623
O 1.693 2.073 1.206
O 0.165 0.008 -1.969
C -0.904 -0.304 -1.417
C -0.799 -1.251 -0.230
H 0.087 -1.903 -0.219
H -1.703 -1.870 -0.138
Cu -0.549 1.671 0.180
F -0.732 -0.450 0.966
```

Values from the calculation:
**E_HOMO (spin up / spin down)**: -6.6 / -7.1 eV
**Frontier orbital gap (spin up / spin down)**: 5.77 / 6.10 eV
**Relative energy (zero: lowest compared OMol25 entry of this formula, charge and spin)**: 1.489 eV
**LUMO (spin up / spin down)**: -0.86 / -0.98 eV

***

# 20
Computed, not measured: a molecular structure, C3H2CuO2, with wB97M-V/def2-TZVPD.

XYZ file:
```
8
Properties=species:S:1:pos:R:3
O 1.053 1.248 1.264
C 0.982 0.416 0.386
C -0.436 -0.751 0.513
H -1.261 -0.885 1.218
C -0.460 0.027 -0.729
O -0.303 -1.385 -0.714
H 1.893 0.081 -0.163
Cu -1.468 1.248 -1.775
```

Values from the calculation:
**E_HOMO (spin up / spin down)**: -14.1 / -15.6 eV
**2S+1**: 3
**Frontier orbital gap (spin up / spin down)**: 8.62 / 7.90 eV
**Relative energy (zero: lowest compared OMol25 entry of this formula, charge and spin)**: 1.463 eV
**LUMO (spin up / spin down)**: -5.44 / -7.74 eV
**<S²>**: 2.021
**Charge**: +1